Entry 1:
# C30H51F3O6S6

A cluster of 9 separate species, C30H51F3O6S6 in total at a distorted geometry (wB97M-V/def2-TZVPD, the Open Molecules 2025 dataset).

HOMO: -8.6 eV

The geometry in XYZ format:
```
96
Properties=species:S:1:pos:R:3:forces:R:3
F -29.71284 -21.48376 -2.70894 -0.223 0.340 -0.303
C -30.03763 -21.87159 -1.46960 0.082 -0.430 1.266
C -30.33296 -20.94688 -0.47540 0.378 -0.516 -1.091
C -30.46480 -21.43268 0.82122 0.114 0.726 -0.081
C -30.34710 -22.78143 1.11933 0.649 0.127 -0.071
C -30.15359 -23.71438 0.09722 0.086 1.124 0.446
C -29.96280 -23.22132 -1.18749 -0.464 -0.915 -0.648
H -30.32298 -19.91683 -0.81060 -0.227 0.169 0.580
H -30.57166 -20.69885 1.61039 -0.087 -0.134 0.130
H -30.16482 -23.04494 2.15430 -0.668 -0.255 0.051
H -30.09250 -24.75676 0.37129 0.112 -0.147 -0.434
H -29.81112 -23.89576 -2.02280 0.165 -0.097 0.134
F -37.28733 -22.83131 -4.45861 -0.115 -0.202 0.000
C -38.56955 -22.96021 -4.05366 -0.540 0.086 0.601
C -39.05964 -24.19822 -3.64871 0.974 -0.881 -0.468
C -40.36037 -24.38567 -3.22910 0.328 1.536 0.437
C -41.11820 -23.21742 -3.03899 -0.747 -1.370 0.084
C -40.65187 -21.98920 -3.41721 0.629 0.328 -0.117
C -39.35748 -21.84116 -3.94455 -0.693 0.432 0.246
H -38.36688 -25.03509 -3.61796 -0.047 0.050 -0.308
H -40.70808 -25.36117 -2.92836 -0.060 -0.014 0.028
H -42.08433 -23.31155 -2.55502 -0.060 0.108 -0.213
H -41.27992 -21.12425 -3.25089 0.126 0.098 -0.074
H -39.00506 -20.83962 -4.15300 0.249 -0.144 -0.233
F -33.86905 -21.62057 2.33547 -0.171 0.099 0.482
C -34.17794 -22.28857 1.21445 -0.533 -0.174 -0.338
C -34.65890 -21.55967 0.13778 0.861 -0.359 -0.461
C -34.68032 -22.17958 -1.12619 0.169 0.487 1.907
C -34.32658 -23.52572 -1.18241 -0.646 -0.208 -1.445
C -33.99142 -24.27921 -0.07617 -0.613 0.594 0.893
C -33.97934 -23.65513 1.17350 1.342 0.141 -0.414
H -34.79486 -20.49504 0.27020 -0.140 0.018 -0.102
H -34.88976 -21.51156 -1.94840 -0.103 -0.535 -0.503
H -34.39384 -24.01957 -2.14631 0.181 0.080 0.055
H -33.77154 -25.33565 -0.11832 0.077 -0.020 -0.300
H -33.49257 -24.14369 2.00844 -0.409 -0.041 0.206
C -32.74184 -25.27217 -4.20857 -0.061 -0.317 0.864
S -33.27107 -25.14810 -5.97053 -0.253 -0.966 0.869
O -34.17542 -26.34359 -6.28364 0.860 1.354 0.522
C -34.34330 -23.74294 -5.59916 -0.374 0.707 -0.199
H -33.60138 -25.21258 -3.53583 -0.222 0.445 -0.410
H -32.03393 -24.47818 -3.96693 -0.226 0.299 -0.261
H -32.25758 -26.15704 -3.78436 0.244 -0.395 -1.164
H -35.33374 -24.14840 -5.39281 0.058 -0.090 0.128
H -34.43419 -23.02757 -6.41899 0.020 -0.488 -0.402
H -33.99971 -23.12406 -4.76840 0.174 -0.361 0.159
C -35.17484 -27.90833 -8.40541 -0.554 -0.179 -1.031
S -35.58092 -29.02960 -9.82185 0.289 0.836 0.211
O -36.37577 -28.25026 -10.83299 0.524 -0.320 0.622
C -33.84429 -29.10874 -10.43412 -0.185 -0.624 -0.184
H -36.04047 -27.79559 -7.75798 0.046 -0.304 0.125
H -34.97996 -26.92317 -8.82606 0.256 -0.063 -0.086
H -34.29996 -28.30644 -7.90488 -0.074 0.032 0.235
H -33.10630 -28.52177 -9.89266 -0.298 0.400 -0.042
H -33.92460 -28.84054 -11.48614 0.123 0.196 0.050
H -33.50070 -30.14427 -10.38238 -0.196 -0.040 -0.006
C -30.62366 -28.59276 -3.14643 -0.068 -0.792 -0.529
S -29.27410 -27.50427 -2.63152 -1.781 0.386 0.402
O -30.05394 -26.24291 -2.29148 1.113 -0.905 -0.040
C -28.93500 -28.43718 -1.11041 0.678 0.852 0.130
H -31.47665 -28.51044 -2.47268 0.145 0.420 0.154
H -30.36488 -29.65408 -3.17631 0.384 0.104 0.036
H -30.93032 -28.33301 -4.15904 0.025 0.264 0.059
H -28.66592 -29.45522 -1.38216 -0.303 -0.103 0.067
H -29.75377 -28.31924 -0.40383 -0.248 -0.325 -0.211
H -28.05547 -27.98764 -0.64416 -0.006 0.055 -0.092
C -38.05422 -23.23199 -7.59266 -1.132 0.129 0.720
S -37.28101 -21.62641 -7.83350 1.643 -1.426 -1.987
O -35.85820 -21.96585 -8.28132 -1.010 0.627 0.884
C -38.05512 -21.23575 -9.43750 -0.100 0.429 0.568
H -38.30569 -23.80955 -8.47930 0.427 0.274 -0.307
H -38.99919 -23.00725 -7.08131 0.025 -0.161 0.033
H -37.45559 -23.83152 -6.91084 0.218 0.192 -0.032
H -37.56588 -20.31620 -9.75685 -0.159 0.097 0.048
H -39.12434 -21.07880 -9.29335 -0.012 0.027 -0.153
H -37.83957 -21.99549 -10.18388 0.022 -0.286 0.269
C -36.19865 -27.44792 -3.98943 -0.109 -0.041 -0.284
S -34.99709 -28.47406 -3.10807 -0.548 -0.987 0.362
O -35.63494 -29.70588 -2.52545 0.068 0.790 -0.295
C -34.05515 -29.08515 -4.55723 -1.137 0.824 0.853
H -35.56460 -26.64509 -4.36272 -0.183 0.051 -0.420
H -37.00752 -27.01706 -3.40000 0.407 -0.210 0.680
H -36.70536 -27.98190 -4.79434 0.381 -0.126 -0.172
H -34.74717 -29.38026 -5.34268 0.048 -0.024 -0.044
H -33.57541 -29.94935 -4.10720 0.522 0.125 -0.303
H -33.47699 -28.20617 -4.83451 0.489 -0.462 -0.392
C -33.91880 -19.93343 -7.17034 -1.366 0.565 0.269
S -34.90513 -19.90109 -5.63308 1.457 -0.591 0.048
O -33.88811 -20.33687 -4.60677 -0.740 0.445 -0.057
C -35.28286 -18.12308 -5.46122 -0.157 -0.209 -0.699
H -33.73228 -20.99057 -7.31142 0.334 0.040 -0.121
H -33.05302 -19.28471 -7.08398 0.146 -0.165 0.176
H -34.59126 -19.59970 -7.96247 0.191 -0.043 -0.175
H -36.31692 -18.07783 -5.81020 -0.120 0.189 0.426
H -34.73957 -17.43055 -6.10460 0.473 -0.252 0.155
H -35.16901 -17.86962 -4.41179 -0.147 -0.001 0.031
```
Forces are in eV/Å.



Entry 2:
# C4H14N2O

A cluster of 2 separate species, C4H14N2O in total at a distorted geometry (wB97M-V/def2-TZVPD, the Open Molecules 2025 dataset).

SMILES string: CN[C@@H](C)CN.O
ΔE to the lowest compared entry with this formula, charge and spin: 60.83 kcal/mol
HOMO: -8.7 eV

The geometry in XYZ format:
```
21
Properties=species:S:1:pos:R:3:forces:R:3
C 2.46207 -0.76942 0.55958 2.840 -0.828 2.639
N 1.59988 0.28260 0.93978 -0.172 0.431 0.037
C 0.56392 0.65816 0.09075 -5.678 -0.306 -0.180
C 0.75064 1.48560 -1.16783 2.153 0.511 0.197
C -0.13790 -0.64084 -0.43600 1.137 -1.982 0.421
N -1.53135 -0.56206 -0.97580 1.856 1.847 -0.849
H 2.15431 -1.50921 -0.10025 -1.510 -0.639 -1.579
H 3.41621 -0.46952 0.14898 0.549 0.306 0.014
H 2.67642 -1.47151 1.43885 0.070 1.230 -0.635
H 1.90592 1.18910 1.23661 1.679 -0.358 0.725
H -0.13008 1.21909 0.84140 0.474 -0.768 -1.698
H -0.04977 1.50328 -1.87506 -0.796 -0.301 -0.218
H 1.65209 1.14337 -1.69729 -0.175 -0.108 -0.053
H 0.94356 2.51823 -0.94850 0.135 0.709 0.263
H 0.60737 -0.97502 -1.22208 -1.073 0.164 0.267
H -0.01464 -1.45058 0.31779 -0.657 0.668 -0.144
H -1.89303 -1.38840 -1.41001 0.306 -1.197 0.349
H -1.27285 -0.05405 -1.82847 -1.100 0.492 0.145
O -3.22750 -0.18158 1.16637 0.611 1.331 -0.572
H -3.67116 -0.95183 1.47265 -0.377 -0.995 -0.055
H -2.81642 -0.29509 0.26745 -0.273 -0.207 0.926
```
Forces are in eV/Å.



Entry 3:
# C3H12O3

A cluster of 4 separate species, C3H12O3 in total at a distorted geometry (wB97M-V/def2-TZVPD, the Open Molecules 2025 dataset).

SMILES string: C=CC.O.O.O
ΔE to the lowest compared entry with this formula, charge and spin: 26.41 kcal/mol
HOMO: -9.6 eV

The geometry in XYZ format:
```
18
Properties=species:S:1:pos:R:3:forces:R:3
C -4.74759 -0.68162 -1.25621 0.890 0.891 0.752
C -3.57702 -0.95587 -0.68465 1.661 -2.386 -1.598
C -2.96211 -0.95409 0.68423 -1.683 0.113 1.381
H -4.80731 -0.85864 -2.31355 -0.368 -0.047 -0.231
H -5.51294 -0.08899 -0.77150 -0.259 -0.290 0.089
H -2.84147 -1.51238 -1.37832 -1.184 1.030 0.731
H -3.71150 -1.13724 1.51048 0.512 0.070 -0.916
H -2.58684 0.03483 0.92804 0.575 0.049 -0.047
H -2.20143 -1.74243 0.78750 -0.140 0.572 -0.164
O 4.31367 2.32195 -0.19639 -1.572 0.388 -0.491
H 3.47579 2.11932 -0.71554 1.355 0.164 1.043
H 4.07399 3.14586 0.26963 0.287 -0.509 -0.314
O 2.00351 0.65532 -0.44210 1.001 -1.020 -1.146
H 2.41017 0.34367 0.37762 -0.162 0.039 -0.058
H 2.50766 0.11455 -1.11628 -0.963 0.807 0.996
O 4.54898 -0.60707 1.46693 -0.418 0.131 0.099
H 5.48143 -0.46194 1.26305 -0.318 0.289 0.005
H 4.13300 0.26477 1.58707 0.787 -0.292 -0.133
```
Forces are in eV/Å.



Entry 4:
# C6H12O4

A cluster of 2 separate species, C6H12O4 in total at a distorted geometry (wB97M-V/def2-TZVPD, the Open Molecules 2025 dataset).

SMILES string: COC(C)=O.COC(C)=O
ΔE to the lowest compared entry with this formula, charge and spin: 59.81 kcal/mol
HOMO: -9.2 eV

The geometry in XYZ format:
```
22
Properties=species:S:1:pos:R:3:forces:R:3
C -1.59903 1.10384 -1.80136 -0.038 -0.606 0.662
O -0.31172 1.08469 -1.18170 1.799 -2.833 -1.216
C 0.34739 -0.39720 -1.17066 -2.117 2.367 -2.612
C 1.81131 -0.19866 -1.38373 0.169 -0.068 0.939
O -0.36444 -1.33013 -1.36030 0.796 0.895 0.781
H -1.57685 0.71565 -2.81903 0.143 0.072 -0.046
H -1.96695 2.13031 -1.78607 0.159 -0.070 0.016
H -2.25256 0.46657 -1.20374 -0.336 0.078 -0.167
H 1.96725 0.43889 -2.25105 -0.209 -0.035 -0.016
H 2.24862 0.28937 -0.51212 -0.038 0.084 -0.103
H 2.29224 -1.16074 -1.51628 -0.028 -0.160 -0.074
C -1.02902 1.28921 1.51324 0.740 1.693 -3.634
O -0.77250 -0.07453 1.63811 0.556 -2.004 -0.235
C 0.52269 -0.46987 1.54230 -0.480 0.708 2.318
C 0.63120 -1.96827 1.62083 0.063 -0.240 -0.460
O 1.44005 0.31642 1.65920 -0.248 -0.468 -0.752
H -0.58319 1.85305 2.33248 0.170 0.156 -0.322
H -0.63957 1.49805 0.25270 -0.838 0.385 4.489
H -2.10175 1.43775 1.48227 -0.227 -0.249 0.363
H 1.67668 -2.27567 1.66721 -0.111 0.138 -0.082
H 0.12301 -2.32176 2.51965 -0.025 0.149 -0.058
H 0.13714 -2.42697 0.75808 0.099 0.006 0.212
```
Forces are in eV/Å.



Entry 5:
# C17H22N7O2PtS2

A structure of composition C17H22N7O2PtS2 at a distorted geometry (wB97M-V/def2-TZVPD, the Open Molecules 2025 dataset).

charge: +3
HOMO (alpha / beta): -17.0 / -17.0 eV

The geometry in XYZ format:
```
51
Properties=species:S:1:pos:R:3:forces:R:3
Pt -0.50419 0.26130 -0.25363 0.322 -1.363 -0.156
C 0.70077 -5.12725 -2.52133 0.330 -0.450 0.102
S -0.27098 -3.78487 -3.19968 -0.467 0.806 0.099
C -0.40596 -2.64539 -1.88779 0.869 -0.864 1.279
S -1.05117 -1.11105 -2.38321 -0.016 2.082 0.854
N -0.04045 -2.91138 -0.67488 -0.016 -1.443 -1.398
N -0.00901 -1.99632 0.25100 -0.580 2.551 0.642
C 0.18140 -2.24737 1.50202 -0.125 -0.211 -0.591
C 0.41648 -1.14462 2.39498 0.035 0.192 0.948
C 0.73636 -1.32290 3.74563 -0.156 0.053 -0.748
C 1.07797 -0.21473 4.50939 0.077 0.272 -0.055
C 1.12410 1.03338 3.90666 -0.120 -0.293 -0.215
C 0.76572 1.13321 2.55888 0.239 0.771 0.541
N 0.40580 0.08588 1.85172 -0.613 0.326 -1.253
H 0.22715 -6.05851 -2.82924 -0.098 0.070 0.077
H 0.75496 -5.06382 -1.43955 -0.067 -0.022 -0.012
H 1.69721 -5.08925 -2.96314 -0.075 0.113 0.078
H 0.22664 -3.26931 1.87405 0.142 0.017 -0.282
H 0.73136 -2.31191 4.17716 -0.008 -0.124 -0.012
H 1.32994 -0.33248 5.55478 -0.007 0.003 0.013
H 1.42043 1.91696 4.45446 -0.009 0.012 -0.037
H 0.78870 2.09095 2.05097 -0.079 -0.045 0.059
C -4.02947 1.72045 2.47789 0.334 -0.017 0.353
C -3.37238 1.29907 1.20249 -1.899 0.601 -0.859
O -2.22289 0.82935 1.21150 2.437 -1.314 -0.742
N -4.09144 1.47167 0.09358 0.109 -0.069 0.258
C -3.63049 1.08788 -1.22463 0.428 -0.188 -0.080
C -2.67165 2.11729 -1.78391 -0.863 -0.148 0.042
C -3.13616 3.21815 -2.49796 0.461 -0.193 0.047
C -2.22757 4.16765 -2.94304 0.016 0.002 0.088
C -0.88004 4.00028 -2.65434 -0.124 -0.292 0.066
C -0.49379 2.87814 -1.93996 0.591 0.662 -0.177
N -1.37302 1.97580 -1.51027 1.180 -1.158 1.044
H -3.53687 1.25508 3.32647 0.015 -0.009 0.013
H -5.08591 1.46181 2.48990 -0.023 -0.049 -0.102
H -3.94008 2.80297 2.58044 0.028 0.043 -0.011
H -5.01166 1.88639 0.17074 0.107 -0.090 0.156
H -4.49682 0.97043 -1.87414 0.089 -0.011 0.024
H -3.11807 0.11929 -1.13561 -0.323 0.193 -0.196
H -4.19043 3.32743 -2.70705 -0.062 -0.094 0.012
H -2.56645 5.03106 -3.49820 -0.019 0.030 -0.033
H -0.14239 4.72001 -2.97585 0.066 -0.015 0.001
H 0.54771 2.71298 -1.69028 -0.075 -0.013 0.005
N 3.92085 0.76066 -1.11594 -0.218 0.052 0.358
C 2.65526 0.59277 -1.49574 0.546 -0.292 -1.716
N 2.38347 0.45192 -2.80080 -0.012 0.146 0.158
O 1.75995 0.55522 -0.61556 -2.428 -0.102 1.458
H 4.68702 0.86122 -1.76001 -0.017 -0.026 -0.116
H 4.11881 0.84643 -0.13268 0.042 0.011 -0.010
H 3.10630 0.50084 -3.49852 0.055 -0.024 -0.051
H 1.43436 0.35110 -3.11845 -0.021 -0.090 0.074
```
Forces are in eV/Å.